Entry 1:
{"formula": "C4H9N2OS", "method": "ωB97M-V/def2-TZVPD", "symbols": ["C", "H", "O", "N", "N", "H", "H", "C", "C", "H", "C", "H", "H", "H", "H", "H", "S"], "coordinates": [[-0.614, -0.099, 1.731], [-1.004, 0.901, -0.172], [0.478, -2.320, -1.988], [-1.137, -1.344, -0.598], [1.432, 0.562, -1.393], [2.042, 1.244, -0.924], [-3.285, -1.645, -1.259], [0.062, -1.568, -1.166], [-0.495, 0.042, 0.253], [-1.664, -0.126, 2.017], [0.799, -0.383, -0.436], [1.549, -0.757, 0.262], [0.708, 1.069, -1.921], [-0.153, 0.754, 2.231], [-0.136, -1.010, 2.079], [1.990, 0.012, -2.066], [-2.500, -2.268, -0.359]], "forces_ev_per_angstrom": [[0.0033, 0.0813, 0.0274], [0.0283, 0.1293, -0.0376], [0.2620, -0.2684, -0.2289], [0.8691, 2.9383, 2.0565], [0.0504, 0.0267, -0.2395], [-0.1321, -0.1342, -0.2090], [0.0010, -0.0674, 0.0244], [0.6581, 0.4663, -0.3300], [-1.1830, -2.4696, -1.4936], [-0.0544, -0.0008, 0.0243], [-0.5588, -0.7080, 0.4350], [0.0668, 0.1375, -0.1619], [0.2863, -0.0836, 0.0596], [0.0060, 0.0408, 0.0319], [0.0527, -0.0920, 0.0433], [-0.0957, 0.1943, 0.0948], [-0.2599, -0.1905, -0.0967]], "mulliken_charge": [-1.386, 0.361, -0.544, -0.129, -0.244, 0.360, 0.166, 0.411, 0.041, 0.391, -0.193, 0.363, 0.378, 0.371, 0.356, 0.383, -0.085], "e_homo_ev": -13.18, "spin_multiplicity": 1, "charge": 1}



Entry 2:
{"formula": "C4H9N2S", "method": "ωB97M-V/def2-TZVPD", "symbols": ["H", "H", "C", "N", "N", "H", "C", "H", "H", "H", "C", "H", "S", "C", "H", "H"], "coordinates": [[1.950, 1.754, 0.835], [2.534, -0.059, 0.568], [0.330, 0.317, 0.199], [-2.292, -1.945, -1.352], [-0.185, -0.438, -0.720], [2.045, 0.847, -0.810], [-2.544, -0.816, -1.837], [-2.886, -2.733, -1.101], [-1.317, -1.975, -1.185], [-0.494, 1.924, 1.336], [-0.354, 0.819, 1.450], [0.321, 0.699, 2.284], [-2.902, 0.449, -2.555], [1.782, 0.783, 0.259], [-1.374, 0.454, 1.707], [0.380, -0.650, -1.522]], "forces_ev_per_angstrom": [[-0.2129, -1.5261, -0.8967], [-1.6668, 1.4637, 0.1022], [0.6857, -0.6385, 0.6416], [-0.5789, -0.9730, 0.0896], [-0.4384, 1.1582, 1.6295], [0.3464, 0.7526, 0.3377], [-1.2638, 0.3010, -0.6054], [-0.2752, 0.5033, -0.3129], [1.6275, -0.4400, 1.0409], [0.3035, -0.7030, -0.0119], [-1.7050, 0.5763, -0.5755], [0.0856, -0.1589, 0.2649], [-0.1370, 0.4952, -0.0443], [1.2113, -0.9061, -1.1358], [0.8165, -0.1889, -0.4014], [1.2015, 0.2841, -0.1226]], "mulliken_charge": [0.333, 0.288, 0.686, -0.182, -0.625, 0.371, 0.741, 0.289, 0.326, 0.329, -1.162, 0.345, -0.127, -1.128, 0.317, 0.200], "e_homo_ev": -13.96, "spin_multiplicity": 1, "charge": 1}



Entry 3:
{"formula": "C4H9N2S", "method": "ωB97M-V/def2-TZVPD", "symbols": ["S", "C", "H", "H", "H", "H", "H", "N", "N", "C", "C", "H", "H", "H", "C", "H"], "coordinates": [[-0.271, 2.396, 0.952], [-0.073, 1.781, -0.636], [0.219, -0.015, 1.426], [0.269, 2.310, -1.574], [1.133, -2.055, 0.237], [1.873, 0.042, -1.635], [2.189, 0.210, 0.150], [0.732, -1.238, -0.195], [-1.285, 1.360, -0.200], [1.537, -0.100, -0.665], [-1.505, -0.012, 0.272], [-1.852, -0.593, -0.682], [-0.610, -1.591, 1.492], [0.049, -1.599, -0.968], [-0.236, -0.713, 0.869], [-2.169, -0.183, 1.156]], "forces_ev_per_angstrom": [[-0.4091, 0.2592, -0.1387], [3.0902, -1.6131, -1.2599], [2.1291, 2.1564, 2.2933], [-0.7999, -0.7973, 1.1484], [1.1917, -0.4410, -0.2548], [0.4868, -0.7802, -1.6803], [0.0389, -0.0291, -0.3816], [-3.5870, 0.1796, -1.4853], [-0.9652, 0.2829, 1.1939], [-1.8290, 2.5259, 2.6349], [1.1638, -2.3337, -1.0010], [0.1539, 0.8784, 1.8588], [0.7240, 1.0908, -0.8563], [1.8765, 0.6098, 1.4370], [-2.9242, -3.1423, -2.2151], [-0.3404, 1.1535, -1.2934]], "mulliken_charge": [-0.056, 0.053, 0.481, 0.342, 0.345, 0.437, 0.326, -0.102, -0.166, -0.854, -0.339, 0.347, 0.420, 0.383, -0.898, 0.280], "e_homo_ev": [-12.70, -12.69], "spin_multiplicity": 1, "charge": 1}



Entry 4:
{"formula": "C4H9N2S", "method": "ωB97M-V/def2-TZVPD", "symbols": ["H", "C", "C", "S", "H", "H", "H", "C", "N", "H", "N", "H", "C", "H", "H", "H"], "coordinates": [[-0.378, -2.508, -1.139], [0.770, 1.515, 0.004], [-0.246, -2.181, -0.192], [2.786, -0.375, -0.008], [1.235, 2.462, -0.582], [0.808, 1.499, 1.146], [-0.744, 1.983, -1.352], [-0.267, -0.781, -0.195], [-1.191, 0.070, -0.242], [-1.080, -2.674, 0.235], [1.366, 0.301, -0.518], [3.216, 0.586, 0.795], [-0.757, 1.498, -0.308], [-1.459, 1.921, 0.459], [-2.145, -0.275, -0.567], [0.564, -2.693, 0.352]], "forces_ev_per_angstrom": [[0.4978, -1.1644, -3.5657], [0.1090, 1.3730, 1.2209], [0.6216, -1.3831, 2.7807], [0.4790, -0.3235, -0.3648], [-0.8920, -2.1094, 1.8830], [0.7556, 0.7321, -1.3117], [-1.3356, -1.1277, 1.4167], [3.8560, 2.7138, 0.3303], [-0.8679, -0.3392, -2.0179], [-1.5214, 0.1509, 0.9797], [-4.4434, -1.9680, -0.4284], [-0.0493, 0.3107, 0.7978], [0.0294, 0.7376, -1.0033], [1.1858, 0.6919, -0.9822], [1.1709, 1.0254, 0.9237], [0.4047, 0.6798, -0.6589]], "mulliken_charge": [0.392, -0.487, -1.342, -0.025, 0.331, 0.385, 0.293, 0.608, -0.076, 0.447, -0.247, 0.171, -0.448, 0.309, 0.319, 0.370], "e_homo_ev": [-12.54, -12.54], "spin_multiplicity": 1, "charge": 1}



Entry 5:
{"formula": "C4H9N3", "method": "ωB97M-V/def2-TZVPD", "symbols": ["H", "H", "N", "H", "N", "H", "H", "C", "C", "C", "N", "H", "H", "C", "H", "H"], "coordinates": [[0.847, -0.357, -2.362], [-1.159, -2.581, 1.008], [1.438, 0.014, -1.486], [-0.084, 1.797, 2.059], [-1.467, 0.755, -2.013], [-0.250, 2.671, 0.587], [1.244, 1.912, 0.906], [0.205, 1.701, 1.106], [-0.864, 0.616, -1.027], [-0.380, 0.519, 0.282], [-0.463, -0.689, 0.971], [0.027, -0.693, 1.788], [0.515, -2.366, 0.322], [-0.514, -2.029, 0.373], [-1.102, -2.078, -0.640], [2.009, 0.808, -1.875]], "forces_ev_per_angstrom": [[1.5783, 1.2784, 2.2613], [-0.1107, -1.0366, 0.7915], [-0.3207, -0.9171, -2.0594], [-0.9146, -0.3446, 3.6929], [0.1081, -0.1207, 0.0820], [0.6293, -1.8323, 1.0462], [0.5400, -0.6647, 0.3338], [-1.1888, 2.0183, -6.6721], [-1.0066, 0.5492, 0.0331], [1.4219, -0.9082, 1.8353], [-1.4741, 1.3133, -3.6651], [1.4948, 0.1567, 2.6038], [-0.1413, -0.6114, -0.3894], [-1.2653, 1.1541, -1.8794], [1.5893, 0.5537, 1.6735], [-0.9396, -0.5881, 0.3122]], "mulliken_charge": [0.262, 0.353, -0.597, 0.499, -0.504, 0.303, 0.332, -1.408, 0.129, 0.701, -0.238, 0.206, 0.294, -0.827, 0.287, 0.207], "e_homo_ev": [-9.53, -6.91], "spin_multiplicity": 1}



Entry 6:
{"formula": "C4H9N3", "method": "ωB97M-V/def2-TZVPD", "symbols": ["N", "H", "H", "H", "H", "C", "H", "H", "N", "C", "H", "H", "C", "N", "H", "C"], "coordinates": [[-0.036, 0.811, 0.140], [-1.435, 0.467, -2.948], [-0.234, -1.274, 0.906], [-2.276, 0.993, -1.241], [-0.487, -1.806, 3.445], [-1.147, 1.125, -1.830], [0.998, 0.332, -3.295], [-1.227, 2.213, -2.067], [0.623, -1.454, 3.208], [0.845, -0.045, -2.138], [2.099, 0.041, -1.948], [0.562, 0.634, 2.755], [-0.082, 0.480, -1.208], [0.339, -0.289, 2.293], [1.360, -2.053, 2.948], [0.098, -0.176, 0.981]], "forces_ev_per_angstrom": [[1.7860, -2.4893, 2.2034], [0.9347, 2.3520, 3.2655], [0.5441, 0.9444, -2.2673], [3.1294, 0.1347, -1.2495], [4.8764, 0.3507, -0.9466], [-9.1226, -0.7190, -4.3071], [-2.0334, -1.2862, 2.7876], [1.0076, -0.8395, 0.3251], [-6.7895, 2.8847, -0.3465], [4.4738, 2.9389, 0.1984], [-3.5660, -1.1476, 0.7256], [-0.0603, -1.7021, -0.2288], [3.7684, -0.2100, -2.0007], [2.1680, 3.4407, 3.5569], [0.3582, -0.9921, -1.0044], [-1.4749, -3.6603, -0.7117]], "mulliken_charge": [-0.566, 0.269, 0.251, 0.222, 0.298, -0.993, 0.230, 0.239, -0.571, -0.835, 0.200, 0.249, 0.768, -0.112, 0.248, 0.103], "e_homo_ev": -8.10, "spin_multiplicity": 1}



Entry 7:
{"formula": "C4H9N3", "method": "ωB97M-V/def2-TZVPD", "symbols": ["H", "C", "H", "C", "N", "H", "N", "C", "H", "C", "H", "N", "H", "H", "H", "H"], "coordinates": [[-1.719, -0.160, -1.411], [1.472, 1.143, -0.804], [2.468, -1.005, 0.434], [-2.206, -0.633, -0.555], [-0.141, 0.818, 0.937], [2.353, 0.527, -1.197], [-1.349, 2.922, 0.592], [1.748, -0.394, 0.968], [-1.872, -0.331, 0.485], [-0.760, 1.910, 0.636], [-3.273, -0.639, -0.615], [0.941, 0.404, 0.360], [-1.686, -1.678, -0.615], [0.693, 1.189, -1.504], [1.409, -0.994, 1.847], [1.754, 2.057, -0.327]], "forces_ev_per_angstrom": [[-0.2741, 0.7569, 0.4831], [1.6774, -2.1585, 0.5018], [0.3119, 0.9675, -0.4793], [2.4760, -2.2926, 1.1815], [-0.1032, -1.6089, 1.4458], [-1.2192, 1.2443, 0.4713], [0.4751, -1.1569, -0.3229], [-0.2183, -3.6510, 1.0192], [-0.5647, 0.2118, -1.6819], [-0.6373, 2.7077, -0.3810], [-0.5334, -0.3246, -0.2872], [0.8582, 1.2051, 0.1143], [-1.6151, 1.2464, 0.0346], [-0.8917, 0.5396, -1.0751], [-0.0746, 1.3900, -0.4439], [0.3330, 0.9232, -0.5804]], "mulliken_charge": [0.169, -0.929, 0.205, -0.947, -0.986, 0.316, -0.550, -0.282, 0.240, 0.570, 0.291, 0.685, 0.254, 0.305, 0.272, 0.386], "e_homo_ev": [-8.59, -8.59], "spin_multiplicity": 1}



Entry 8:
{"formula": "C4H9N3", "method": "ωB97M-V/def2-TZVPD", "symbols": ["N", "H", "C", "C", "C", "H", "H", "H", "H", "C", "H", "N", "H", "H", "H", "N"], "coordinates": [[-0.692, -0.338, 0.271], [-2.297, -1.680, 0.642], [-2.031, -0.677, 0.613], [1.058, -0.012, -1.183], [-0.258, -0.427, -0.930], [0.347, 0.920, 1.362], [-1.103, -0.654, -1.660], [2.970, -0.547, -0.261], [1.297, 0.124, -2.205], [1.899, -0.313, 0.018], [-2.384, -0.275, 1.668], [1.579, 1.055, -0.195], [1.417, -0.723, 0.815], [-2.795, -0.355, -0.139], [0.212, 2.288, 0.367], [0.781, 1.615, 0.817]], "forces_ev_per_angstrom": [[-0.0492, -1.4936, 0.5065], [0.4607, -2.4023, 0.3008], [-2.2391, 2.5207, 0.9370], [-0.3216, -0.0533, 1.1415], [-4.7801, 0.0437, 0.7054], [-1.2311, -0.5192, 0.3792], [1.5661, 0.2503, -0.1133], [-1.2009, 0.0200, 0.9330], [1.0433, -0.0179, -0.5664], [4.3222, 1.4192, -3.4926], [0.9767, -0.4567, -2.1528], [0.5271, 0.4366, -0.0359], [-0.9120, -1.6759, 1.8961], [0.4828, 0.5097, 0.3578], [-0.9643, 0.5787, 0.1396], [2.3195, 0.8400, -0.9359]], "mulliken_charge": [-0.240, 0.367, -0.966, -0.272, -0.154, 0.378, 0.303, 0.210, 0.423, -0.528, 0.241, -0.248, 0.394, 0.318, 0.262, -0.489], "e_homo_ev": -8.00, "spin_multiplicity": 1}



The ΔE to the lowest compared entry with this formula, charge and spin results, record by record, are as follows: 54.1; 63.5; 147.7; 112.6; 113.7; 166.7; 98.4; 102.7 kcal/mol.